Entry 1:
Computed, not measured: a cluster of 2 separate species, C2H3F3OS in total at a distorted geometry, with ωB97M-V/def2-TZVPD.

Geometry (Å):
C 3.36549 0.90682 0.93734
C -2.99928 -0.65897 -0.57906
O 3.15565 0.17843 -0.11042
F -3.33900 0.62311 -0.39172
F -4.17420 -1.34911 -0.77177
F -2.63149 -1.11991 0.58599
S 1.79467 -0.01295 -1.08975
H 2.73643 1.64277 1.44862
H -2.31654 -0.96521 -1.34146
H 4.40827 0.75503 1.31223

Atomic forces in eV per Å
C 1.50 -1.65 -1.63
C -3.05 -0.93 1.32
O 0.28 1.64 2.45
F 0.70 -0.14 -0.99
F 0.13 0.53 -1.04
F 1.64 -0.24 1.47
S -0.23 0.27 0.13
H -0.55 -0.47 -0.74
H 0.60 0.78 -0.75
H -1.03 0.21 -0.22

Computed properties:
**Strongest force on any atom**: 3.5 eV/Å
**HOMO energy (spin up / spin down)**: -8.66 / -8.61 eV
**Frontier orbital gap (spin up / spin down)**: 7.49 / 7.22 eV

Entry 2:
Computed, not measured: an isolated molecule of C4H6N2O at a distorted geometry, with ωB97M-V/def2-TZVPD.

Geometry (Å):
C -1.40192 -0.82692 -1.09805
C -0.39664 -0.95816 -0.07237
C 1.40180 0.14220 0.71070
C -0.83765 0.31758 -0.52282
H -0.79926 -1.21575 -2.15028
H -2.30731 -1.39488 -0.75057
H -0.70278 -1.23790 0.85188
H 1.37510 -1.94440 0.35780
H 2.44000 0.07976 1.24692
H -0.03005 0.31292 -1.32756
N 1.01370 -0.96192 -0.15128
N 0.69892 1.32856 0.77705
O -0.56970 1.34820 0.41083

Atomic forces in eV per Å
C -2.33 -5.97 -3.95
C 1.36 -0.66 0.53
C -0.51 3.01 -0.59
C 5.33 2.82 -1.31
H -2.89 1.41 2.32
H 0.57 0.85 -0.99
H -1.52 -0.83 2.69
H -0.74 3.29 -1.87
H -2.19 0.50 -1.36
H -0.76 2.45 0.90
N 2.89 -3.71 3.06
N 4.58 -4.45 1.88
O -3.80 1.29 -1.30

Computed properties:
**Strongest force on any atom**: 7.5 eV/Å
**HOMO energy**: -8.61 eV
**Frontier orbital gap**: 9.28 eV

Entry 3:
Computed, not measured: a cluster of 2 separate species, C19H12Cl4NO8 in total at a distorted geometry, with ωB97M-V/def2-TZVPD.

Geometry (Å):
Cl -1.29868 2.78164 2.68229
C -0.42185 1.32967 2.48015
C -1.10354 0.14251 2.28246
Cl -2.79840 0.04990 2.32513
C -0.41333 -1.10750 2.00119
O -1.02146 -2.11782 1.67803
C 1.10252 -1.12887 2.28580
O 1.69572 -2.20024 2.40086
C 1.74410 0.17391 2.44230
Cl 3.43559 0.15190 2.60624
C 1.01625 1.35153 2.52058
Cl 1.82186 2.85097 2.68619
C -4.67309 -4.30869 -2.44671
C -3.83545 -3.03716 -2.51665
C -4.36232 -2.12771 -3.62999
O -3.87789 -2.30478 -1.28673
C -3.28099 -2.94278 -0.21095
O -3.75894 -2.81812 0.89984
C -2.12368 -3.74002 -0.51674
C -1.51957 -4.58443 0.50702
C -2.33353 -5.82460 0.79676
C -2.10390 -6.99664 0.05914
C -2.83102 -8.14516 0.33584
C -3.80812 -8.11099 1.35302
N -4.55007 -9.28664 1.65890
O -5.41456 -9.23320 2.56567
O -4.31321 -10.33592 1.01551
C -4.07634 -6.92261 2.06236
C -3.34598 -5.78187 1.76550
C -1.75106 -3.99797 -1.88759
O -0.86114 -4.76632 -2.20919
O -2.46559 -3.33056 -2.85415
H -4.30537 -5.01693 -1.69370
H -5.70728 -4.03208 -2.20837
H -4.65835 -4.79176 -3.43125
H -3.73253 -1.23939 -3.70899
H -4.33871 -2.67269 -4.57629
H -5.38877 -1.83279 -3.40352
H -0.54569 -4.87215 0.10181
H -1.43029 -3.97427 1.40908
H -1.35995 -6.98000 -0.74142
H -2.66792 -9.06768 -0.21380
H -4.85282 -6.91794 2.82075
H -3.56517 -4.83524 2.26322

Atomic forces in eV per Å
Cl 0.05 0.15 0.09
C -1.60 -1.65 -0.36
C 0.15 2.08 0.22
Cl -0.04 0.05 -0.12
C -0.35 -1.81 0.15
O 1.37 1.93 0.35
C 0.28 -2.05 -0.07
O -0.94 1.89 -0.26
C -0.56 1.77 0.25
Cl 0.35 0.06 -0.02
C 1.60 -1.71 -0.21
Cl -0.03 -0.03 0.04
C -0.07 -0.15 0.04
C 0.68 0.45 0.08
C 0.27 -0.10 0.41
O -0.54 -0.01 -0.65
C 1.27 -1.28 -0.16
O -0.54 0.52 0.20
C -1.45 0.94 -1.86
C 0.33 -0.56 0.87
C 0.15 0.28 -0.20
C -0.24 -0.10 0.21
C -0.39 0.01 0.33
C 0.77 1.27 -0.34
N -1.31 -2.09 0.57
O 1.42 -0.15 -1.52
O -0.41 1.71 1.07
C 0.10 -0.41 -0.36
C -0.06 -0.29 0.04
C -0.23 0.03 1.72
O 0.15 0.07 -0.75
O -0.67 0.01 -0.48
H -0.04 0.23 -0.15
H 0.20 -0.09 0.01
H 0.03 0.04 0.23
H -0.07 -0.08 0.03
H 0.01 0.07 0.10
H 0.08 -0.01 -0.01
H 0.06 -0.05 0.44
H 0.15 -0.74 -0.07
H -0.20 -0.02 0.31
H -0.05 0.17 0.14
H 0.14 -0.03 -0.15
H 0.16 -0.31 -0.14

Computed properties:
**Strongest force on any atom**: 2.5 eV/Å
**HOMO energy**: -4.07 eV
**Total charge**: -1
**Frontier orbital gap**: 3.65 eV

Entry 4:
Computed, not measured: a structure of composition C24H26AuN4OS at a distorted geometry, with ωB97M-V/def2-TZVPD.

Geometry (Å):
Au -0.62253 -2.69391 -1.81791
C 2.34579 -1.26050 -2.02761
N 0.90285 -1.28783 -2.25595
C 0.29885 -0.13634 -2.53722
C -1.83497 0.06886 -2.20496
C -2.99347 0.97688 -2.52152
C -4.09579 0.40379 -2.05168
C -3.69674 -0.93116 -1.54423
N -2.44771 -1.15544 -1.67188
C 2.73568 -1.90300 -0.72256
C 2.58482 -3.27355 -0.54130
C 2.94407 -3.86623 0.65744
C 3.46844 -3.09059 1.68586
C 3.63743 -1.72534 1.50508
C 3.27332 -1.13447 0.30034
H 2.68931 -0.22437 -2.04774
H 2.82030 -1.78785 -2.85964
H 0.95512 0.64243 -2.91996
H -2.90354 1.94606 -2.98483
H -5.10000 0.79829 -2.04928
H -4.36200 -1.67361 -1.11669
H 2.20078 -3.88879 -1.34918
H 2.82471 -4.93369 0.78879
H 3.76145 -3.55480 2.61857
H 4.05990 -1.11940 2.29623
H 3.40069 -0.06638 0.16170
C 0.68005 1.51875 2.80218
C -0.71336 0.92254 2.68577
N -0.68540 -0.46264 2.19742
C -0.68631 -1.50520 3.22970
C -2.07998 -2.01648 3.55548
C -0.64158 -0.70665 0.87638
S -0.48566 -2.44055 0.54449
N -0.63486 0.32229 0.07462
C -0.74372 0.65379 -1.23237
O -0.92531 -0.25364 -3.24730
C -0.50748 2.14797 -1.46126
C -0.38325 2.99996 -0.37194
C -0.17864 4.36278 -0.55107
C -0.09541 4.89641 -1.82556
C -0.21499 4.05328 -2.92429
C -0.41426 2.69559 -2.74446
H 0.63691 2.49877 3.27858
H 1.13905 1.62782 1.82042
H 1.32209 0.87718 3.40828
H -1.35361 1.50899 2.02826
H -1.19988 0.89383 3.66083
H -0.24069 -1.04721 4.11314
H -0.01401 -2.31172 2.94153
H -2.71616 -1.20423 3.91051
H -2.02613 -2.77203 4.33930
H -2.55378 -2.46642 2.68214
H -0.45242 2.59278 0.62237
H -0.08400 5.00469 0.31504
H 0.05952 5.95773 -1.96650
H -0.14825 4.45352 -3.92727
H -0.50524 2.06904 -3.62427

Atomic forces in eV per Å
Au 0.32 -0.05 0.82
C -0.03 0.22 0.72
N -0.66 1.05 -1.90
C 1.35 -2.20 -1.49
C 0.13 -0.24 0.11
C 0.08 0.13 -0.03
C -0.07 -0.18 0.11
C -0.05 0.13 0.06
N -0.21 0.30 -0.26
C 0.24 -0.12 0.04
C 0.15 -0.08 -0.06
C 0.01 0.05 0.03
C -0.01 0.03 -0.04
C -0.06 -0.04 -0.02
C -0.15 0.03 0.07
H 0.10 0.00 0.04
H -0.22 -0.08 -0.05
H -0.08 0.25 0.42
H 0.02 -0.02 0.06
H 0.01 -0.03 -0.03
H 0.00 0.01 -0.09
H 0.00 0.03 0.02
H 0.01 0.00 0.00
H -0.01 0.01 0.00
H 0.00 0.00 -0.01
H 0.03 -0.01 -0.01
C 0.03 -0.03 0.04
C -0.09 -0.09 0.00
N -0.07 0.52 -0.19
C 0.18 -0.02 0.05
C -0.10 0.03 -0.05
C -0.18 -2.05 0.90
S 0.01 0.47 -0.06
N 0.35 0.87 -2.26
C -1.57 0.89 2.75
O 0.25 0.22 0.41
C 0.35 -0.21 -0.19
C 0.01 0.09 0.05
C 0.00 -0.04 0.00
C -0.01 -0.04 0.00
C -0.02 0.00 0.02
C -0.02 0.03 -0.06
H -0.01 0.00 -0.02
H 0.03 -0.03 -0.01
H -0.02 0.02 0.01
H 0.00 0.02 0.08
H -0.02 0.02 -0.01
H 0.00 0.03 0.01
H -0.06 0.05 0.02
H 0.00 -0.01 0.01
H 0.01 0.02 -0.01
H 0.05 0.01 0.02
H 0.00 0.03 0.00
H -0.01 -0.01 -0.01
H 0.01 -0.01 0.00
H 0.00 0.00 0.01
H 0.00 0.02 0.02

Computed properties:
**Strongest force on any atom**: 3.3 eV/Å
**HOMO energy (spin up / spin down)**: -10.97 / -10.96 eV
**Total charge**: +1
**Frontier orbital gap (spin up / spin down)**: 5.38 / 5.36 eV

Entry 5:
Computed, not measured: a structure of composition C37H48BN9S3Sr at a distorted geometry, with ωB97M-V/def2-TZVPD.

Geometry (Å):
Sr 2.50757 -1.20397 -1.84992
C -1.09807 2.28762 -3.70326
C -0.80926 2.05194 -2.25955
C -0.87138 3.04189 -1.32693
C -0.52424 2.78528 0.03276
N -0.18943 1.59363 0.41807
N -0.18024 0.58196 -0.47651
B -0.07223 -0.74316 0.16863
N -1.07260 -1.76477 -0.26975
N -2.32713 -1.31130 -0.31898
C -3.27045 -2.12771 -0.70339
C -2.95472 -3.45665 -1.09506
C -1.66706 -3.91267 -1.05582
C -1.25955 -5.27251 -1.51155
C -0.67417 -2.99932 -0.61100
S 0.98819 -3.31340 -0.50710
C -4.68032 -1.55564 -0.71439
C -5.04180 -1.16809 0.72875
C -4.69647 -0.30121 -1.60341
C -5.70035 -2.56401 -1.23700
N 0.48079 -0.78849 1.55474
N -0.57043 -0.80982 2.39986
C -0.35553 -0.79856 3.68056
C 0.97570 -0.86683 4.18398
C 2.04099 -0.85053 3.34018
C 3.45032 -0.97466 3.81236
C 1.77501 -0.72980 1.93337
S 3.03840 -0.50979 0.82843
C -1.53755 -0.71108 4.62693
C -1.39477 0.60207 5.41671
C -2.85811 -0.71610 3.85825
C -1.51164 -1.89752 5.60180
C -0.39005 0.75366 -1.82075
S -0.09291 -0.49763 -2.90751
C -0.56338 3.85120 1.11915
C -0.73595 5.25221 0.53405
C -1.75799 3.52514 2.03175
C 0.73474 3.78500 1.93953
H -1.40976 3.31526 -3.87507
H -1.87956 1.61141 -4.05256
H -0.21012 2.07721 -4.30134
H -1.16273 4.03811 -1.62930
H -3.73607 -4.10450 -1.46838
H -2.12477 -5.87943 -1.76691
H -0.67318 -5.77626 -0.74250
H -0.61853 -5.18993 -2.39213
H -4.36117 -0.40180 1.09574
H -4.98523 -2.03537 1.39030
H -6.05959 -0.77851 0.76468
H -3.95743 0.42074 -1.25622
H -5.68144 0.16468 -1.56817
H -4.47712 -0.56235 -2.64108
H -5.73924 -3.46017 -0.61422
H -5.49447 -2.85569 -2.26922
H -6.69003 -2.10954 -1.21757
H 1.13746 -0.96873 5.24890
H 3.49450 -1.01311 4.89863
H 4.05636 -0.14225 3.45745
H 3.89345 -1.88789 3.41027
H -1.38206 1.46521 4.74871
H -0.48033 0.61263 6.01188
H -2.24138 0.70132 6.09614
H -2.87861 0.07248 3.10730
H -3.68400 -0.56334 4.55308
H -2.99885 -1.67057 3.35101
H -0.63512 -1.86767 6.25018
H -1.51840 -2.84586 5.06201
H -2.39654 -1.85862 6.23648
H -1.70724 5.36846 0.05019
H 0.05473 5.49094 -0.18101
H -0.68491 5.98292 1.34026
H -2.69932 3.56093 1.47907
H -1.80893 4.25505 2.84043
H -1.64277 2.52888 2.45723
H 1.59440 4.06787 1.32726
H 0.89627 2.77785 2.32124
H 0.67330 4.47630 2.77985
N 5.27647 0.54675 -3.75504
C 5.20636 -0.81391 -3.98913
C 6.18735 -1.36732 -4.82601
C 6.15075 -2.71034 -5.11447
C 5.13346 -3.49408 -4.56897
C 4.22011 -2.87501 -3.75727
N 4.24174 -1.56281 -3.45437
C 4.52744 1.44440 -3.01529
C 4.92548 2.79063 -3.08775
C 4.26617 3.73544 -2.34290
C 3.20564 3.33032 -1.53226
C 2.86343 2.00344 -1.53951
N 3.49181 1.05793 -2.26610
H 6.03468 0.98682 -4.24881
H 6.96193 -0.73711 -5.24327
H 6.89556 -3.15240 -5.76153
H 5.06014 -4.55171 -4.77453
H 3.40220 -3.44649 -3.32090
H 5.74886 3.07460 -3.73065
H 4.56560 4.77359 -2.38415
H 2.67070 4.03275 -0.90956
H 2.04862 1.65145 -0.91813

Atomic forces in eV per Å
Sr -0.58 -0.26 0.14
C -0.02 -0.03 -0.02
C -0.02 0.23 0.20
C -0.01 -0.22 -0.16
C 0.00 0.04 -0.06
N 0.09 0.01 0.43
N 0.19 0.22 -0.68
B -0.28 -0.08 0.43
N -0.21 -0.40 -0.07
N -0.15 0.28 0.04
C 0.05 -0.01 -0.06
C 0.22 0.00 -0.02
C -0.15 -0.03 -0.01
C 0.02 -0.03 -0.01
C -0.07 0.18 0.08
S 0.09 0.03 0.17
C -0.09 0.16 0.06
C 0.03 -0.04 -0.08
C 0.05 -0.13 0.03
C 0.04 -0.02 -0.01
N 0.44 -0.17 0.30
N -0.41 -0.06 -0.05
C 0.08 -0.09 0.03
C 0.12 -0.07 -0.19
C -0.14 0.02 0.07
C 0.03 0.00 0.07
C -0.16 -0.02 -0.05
S -0.09 0.15 0.29
C -0.09 0.05 0.01
C -0.03 -0.11 -0.06
C 0.16 -0.01 0.01
C 0.07 0.05 -0.11
C 0.09 -0.11 0.07
S -0.25 -0.03 -0.13
C 0.02 -0.05 0.20
C 0.02 -0.09 0.02
C 0.05 0.04 -0.08
C -0.11 -0.01 -0.15
H -0.01 0.00 0.02
H 0.01 0.00 -0.01
H -0.01 0.01 -0.02
H 0.01 0.00 0.03
H 0.00 0.00 0.06
H -0.01 0.00 0.03
H -0.03 -0.02 0.01
H 0.00 -0.01 0.02
H 0.02 0.01 0.06
H -0.01 0.03 0.02
H 0.01 -0.01 -0.02
H -0.01 0.04 -0.01
H 0.00 -0.02 0.00
H 0.00 0.04 -0.01
H -0.03 0.00 -0.02
H -0.01 -0.02 0.01
H -0.01 0.00 0.00
H -0.01 0.07 0.00
H -0.03 0.00 0.00
H 0.01 0.02 0.00
H 0.03 0.03 -0.01
H -0.03 0.02 0.01
H -0.01 0.04 0.02
H 0.02 0.04 0.02
H -0.05 0.04 -0.02
H 0.01 -0.02 -0.01
H -0.06 0.00 -0.05
H -0.02 -0.06 0.03
H -0.01 -0.02 0.04
H 0.01 -0.01 0.02
H 0.03 0.05 -0.03
H -0.02 0.05 -0.02
H 0.00 0.01 0.00
H 0.00 -0.01 0.02
H -0.02 -0.02 0.00
H -0.03 -0.04 0.06
H 0.03 -0.01 0.04
H 0.04 0.02 0.05
H 0.01 0.01 -0.01
N 0.03 -0.07 -0.07
C -0.04 -0.15 -0.06
C 0.07 -0.06 -0.07
C -0.08 0.14 0.08
C -0.09 -0.14 0.04
C 0.07 -0.09 -0.10
N 0.82 0.16 -0.66
C -0.23 0.24 0.18
C 0.06 0.03 -0.07
C -0.03 -0.15 -0.01
C -0.06 0.03 0.02
C -0.06 0.12 -0.04
N 0.56 0.29 -0.26
H 0.04 0.02 -0.01
H -0.01 0.01 0.01
H 0.02 0.02 0.00
H 0.00 0.01 0.01
H 0.03 -0.10 0.01
H 0.02 -0.02 0.03
H 0.03 0.00 -0.01
H -0.02 -0.01 -0.02
H 0.05 0.02 0.05

Computed properties:
**Strongest force on any atom**: 1.1 eV/Å
**HOMO energy**: -13.36 eV
**Total charge**: +2
**Frontier orbital gap**: 7.11 eV

Entry 6:
Computed, not measured: a cluster of 2 separate species, CHN3O in total at a distorted geometry, with ωB97M-V/def2-TZVPD.

Geometry (Å):
C -1.12298 0.85929 -0.40898
N -0.92551 0.11830 0.47787
N 1.29755 0.44921 0.28059
N 1.42537 -0.67011 0.46611
O 1.02440 -1.74213 0.23233
H -1.69883 0.98544 -1.04792

Atomic forces in eV per Å
C 7.64 -5.55 12.64
N -0.95 2.42 -1.83
N 3.23 -0.67 1.95
N -1.65 3.72 -2.75
O 0.49 -3.21 1.00
H -8.75 3.30 -11.01

Computed properties:
**Strongest force on any atom**: 15.8 eV/Å
**HOMO energy**: -10.92 eV
**Frontier orbital gap**: 11.13 eV